Arrangement one

{"formula": "C4H9N3O2", "method": "ωB97M-V with the def2-TZVPD basis set", "orbital_gap_ev": 10.38, "smiles": "C=NC(N)=O.CC(N)=O", "spin_multiplicity": 1, "e_homo_ha": -0.35331, "elements": ["C", "N", "C", "N", "O", "H", "H", "H", "H", "C", "C", "N", "O", "H", "H", "H", "H", "H"], "positions_angstrom": [[2.088, -0.461, -1.227], [0.927, -0.823, -1.534], [0.106, -1.455, -0.496], [-1.201, -1.416, -0.863], [0.532, -2.016, 0.484], [2.420, -0.443, -0.152], [2.719, 0.004, -1.972], [-1.842, -2.034, -0.394], [-1.415, -1.132, -1.804], [-0.759, 0.727, 1.892], [0.108, 1.153, 0.732], [-0.567, 1.589, -0.369], [1.326, 1.179, 0.783], [-1.800, 1.007, 1.757], [-0.687, -0.353, 2.007], [-0.371, 1.186, 2.797], [-0.030, 1.859, -1.175], [-1.554, 1.431, -0.466]]}

---

Arrangement two

{"formula": "C4H9N3O2", "method": "ωB97M-V with the def2-TZVPD basis set", "orbital_gap_ev": [7.87, 7.82], "spin_multiplicity": 1, "e_homo_ha": [-0.31470, -0.31348], "elements": ["C", "C", "C", "C", "N", "N", "N", "O", "O", "H", "H", "H", "H", "H", "H", "H", "H", "H"], "positions_angstrom": [[-0.146, 1.058, -1.359], [0.699, -0.186, -1.846], [1.009, -0.766, 1.530], [0.330, 0.548, 1.319], [-2.315, -0.562, 0.462], [-0.534, 0.761, 0.081], [-1.690, 0.153, -0.173], [-3.191, -1.289, 0.786], [-1.351, 1.189, -1.833], [0.402, 1.940, -1.460], [1.682, -0.040, -1.479], [0.583, -0.274, -2.910], [0.260, -1.188, -1.449], [2.145, -0.881, 1.241], [1.078, -0.942, 2.638], [0.621, -1.674, 1.025], [-0.509, 0.658, 2.115], [0.927, 1.492, 1.312]]}

---

Q: Which of them is the most stable? A: arrangement one.

---

Arrangement one

{"formula": "C4H4FN", "method": "ωB97M-V with the def2-TZVPD basis set", "orbital_gap_ev": 9.60, "smiles": "C=C=N.C#CF", "spin_multiplicity": 1, "e_homo_ha": -0.31986, "elements": ["C", "C", "N", "H", "H", "H", "C", "C", "F", "H"], "positions_angstrom": [[-0.693, -0.290, 1.020], [0.084, 0.718, 1.275], [0.813, 1.660, 1.346], [-1.739, 0.024, 1.020], [-0.294, -1.341, 1.200], [1.025, 2.236, 2.158], [-0.370, -0.943, -2.308], [0.647, -0.720, -1.700], [1.852, -0.579, -1.346], [-1.326, -0.766, -2.665]]}

---

Arrangement two

{"formula": "C4H4FN", "method": "ωB97M-V with the def2-TZVPD basis set", "orbital_gap_ev": 11.67, "smiles": "C=C[C@@H](F)C#N", "spin_multiplicity": 1, "e_homo_ha": -0.39933, "elements": ["C", "C", "C", "F", "C", "N", "H", "H", "H", "H"], "positions_angstrom": [[1.549, -0.538, -0.017], [0.570, 0.293, -0.388], [-0.720, 0.538, 0.337], [-1.342, 1.726, -0.162], [-1.700, -0.538, 0.086], [-2.448, -1.271, -0.315], [1.494, -1.166, 0.930], [2.506, -0.619, -0.599], [0.609, 0.862, -1.300], [-0.519, 0.714, 1.428]]}

---

Arrangement three

{"formula": "C4H4FN", "method": "ωB97M-V with the def2-TZVPD basis set", "orbital_gap_ev": 11.38, "smiles": "N#CC/C=C\\F", "spin_multiplicity": 1, "e_homo_ha": -0.39476, "elements": ["N", "C", "C", "C", "C", "F", "H", "H", "H", "H"], "positions_angstrom": [[-0.857, 0.494, -2.515], [-0.264, 0.057, -1.647], [0.020, -0.822, -0.507], [1.064, -0.434, 0.525], [0.714, 0.184, 1.633], [-0.630, 0.642, 1.723], [-0.917, -0.795, 0.122], [0.050, -1.888, -0.729], [1.986, -1.022, 0.317], [1.344, 0.556, 2.365]]}

---

Q: Which of them is the most stable? A: arrangement two.

---

Arrangement one

{"formula": "CH4O2S", "method": "ωB97M-V with the def2-TZVPD basis set", "orbital_gap_ev": 10.16, "spin_multiplicity": 1, "e_homo_ha": -0.36513, "elements": ["C", "O", "O", "S", "H", "H", "H", "H"], "positions_angstrom": [[-0.626, -0.766, 0.014], [0.438, 1.495, -0.937], [1.670, -0.268, 1.169], [1.134, -0.117, -0.199], [-1.261, -0.365, -0.770], [-0.959, -0.216, 0.987], [-0.753, -1.933, -0.020], [0.357, 2.170, -0.244]]}

---

Arrangement two

{"formula": "CH4O2S", "method": "ωB97M-V with the def2-TZVPD basis set", "orbital_gap_ev": 10.64, "smiles": "O=CO.S", "spin_multiplicity": 1, "e_homo_ha": -0.37464, "elements": ["O", "C", "O", "H", "H", "S", "H", "H"], "positions_angstrom": [[1.424, -1.391, -0.537], [0.801, -0.846, -1.404], [-0.500, -0.917, -1.558], [1.235, -0.154, -2.227], [-1.043, -0.655, -0.772], [-0.716, 1.314, 1.666], [-1.283, 1.335, 0.445], [0.355, 1.995, 1.080]]}

---

Arrangement three

{"formula": "CH4O2S", "method": "ωB97M-V with the def2-TZVPD basis set", "orbital_gap_ev": 10.44, "smiles": "O=CO.S", "spin_multiplicity": 1, "e_homo_ha": -0.36828, "elements": ["O", "C", "O", "H", "H", "S", "H", "H"], "positions_angstrom": [[-1.928, 0.272, 1.215], [-1.423, -0.704, 0.658], [-0.969, -0.580, -0.611], [-1.248, -1.671, 1.232], [-0.861, 0.386, -0.758], [1.934, 0.505, -0.814], [1.777, 1.790, -1.099], [2.718, 0.001, 0.178]]}

---

Q: Which of them is the most stable? A: arrangement two.

---

Arrangement one

{"formula": "CH4O2S", "method": "ωB97M-V with the def2-TZVPD basis set", "orbital_gap_ev": 9.49, "smiles": "OCOS", "spin_multiplicity": 1, "e_homo_ha": -0.32617, "elements": ["O", "C", "O", "S", "H", "H", "H", "H"], "positions_angstrom": [[-0.706, 0.865, 1.292], [-0.395, 0.384, 0.027], [0.611, -0.556, 0.233], [1.155, -1.289, -1.177], [-1.407, 1.520, 1.220], [-0.030, 1.194, -0.637], [-1.271, -0.093, -0.453], [2.043, -2.024, -0.505]]}

---

Arrangement two

{"formula": "CH4O2S", "method": "ωB97M-V with the def2-TZVPD basis set", "orbital_gap_ev": [8.75, 8.81], "spin_multiplicity": 1, "e_homo_ha": [-0.40277, -0.36796], "elements": ["C", "O", "O", "S", "H", "H", "H", "H"], "positions_angstrom": [[-0.978, -0.326, -0.105], [0.821, 1.283, 0.998], [1.362, -1.171, 0.673], [0.799, 0.074, 0.129], [-1.219, 0.127, 0.976], [-1.399, 0.323, -0.834], [-1.250, -1.384, -0.092], [1.866, 1.074, -1.746]]}

---

Q: Which of them is the most stable? A: arrangement one.

---

Arrangement one

{"formula": "C2H10O2S2", "method": "ωB97M-V with the def2-TZVPD basis set", "orbital_gap_ev": 9.22, "smiles": "CCSS.O.O", "spin_multiplicity": 1, "e_homo_ha": -0.32376, "elements": ["C", "C", "S", "S", "H", "H", "H", "H", "H", "H", "O", "H", "H", "O", "H", "H"], "positions_angstrom": [[0.456, 2.652, -1.200], [-0.350, 1.786, -0.272], [0.631, 0.979, 1.040], [-0.726, -0.398, 1.750], [0.713, 3.594, -0.716], [1.385, 2.184, -1.500], [-0.062, 2.902, -2.116], [-1.167, 2.292, 0.222], [-0.842, 0.969, -0.818], [-1.174, -0.907, 0.588], [-1.423, -2.498, -2.708], [-0.599, -2.016, -2.578], [-1.076, -3.307, -3.109], [1.562, -2.220, -0.699], [1.538, -2.000, 0.250], [1.184, -1.404, -1.054]]}

---

Arrangement two

{"formula": "C2H10O2S2", "method": "ωB97M-V with the def2-TZVPD basis set", "orbital_gap_ev": 8.66, "smiles": "CCSS.O.O", "spin_multiplicity": 1, "e_homo_ha": -0.30842, "elements": ["C", "C", "S", "S", "H", "H", "H", "H", "H", "H", "O", "H", "H", "O", "H", "H"], "positions_angstrom": [[0.030, -1.283, 2.725], [-0.040, -0.783, 1.312], [0.921, 0.775, 1.183], [0.728, 0.984, -0.894], [0.021, -0.468, 3.458], [-0.821, -1.858, 3.040], [0.915, -1.879, 2.927], [0.432, -1.464, 0.608], [-1.029, -0.539, 0.929], [1.373, 2.152, -0.892], [0.659, -1.067, -3.754], [1.203, -0.537, -4.346], [0.883, -0.757, -2.872], [-3.305, -0.209, 0.284], [-3.755, 0.631, 0.147], [-2.679, -0.298, -0.438]]}

---

Arrangement three

{"formula": "C2H10O2S2", "method": "ωB97M-V with the def2-TZVPD basis set", "orbital_gap_ev": 6.43, "spin_multiplicity": 1, "e_homo_ha": -0.34927, "elements": ["C", "S", "S", "C", "H", "H", "H", "H", "H", "H", "H", "H", "O", "H", "H", "O"], "positions_angstrom": [[-0.737, 1.022, -0.893], [-1.520, 1.578, 0.540], [1.453, -0.636, 0.344], [1.137, 0.736, 1.411], [-1.432, 0.383, -1.446], [-0.232, 1.721, -1.561], [0.058, 0.298, -0.532], [0.057, 1.054, 1.407], [1.473, 0.525, 2.431], [1.725, 1.556, 1.008], [0.230, -2.102, -2.753], [0.866, -1.165, -1.631], [0.089, -1.335, -2.194], [-1.267, -0.487, 1.288], [-0.518, -1.711, 1.139], [-1.382, -1.436, 1.442]]}

---

Q: Which of them is the most stable? A: arrangement one.

---

Arrangement one

{"formula": "C10H8O2", "method": "ωB97M-V with the def2-TZVPD basis set", "orbital_gap_ev": 8.70, "smiles": "Cc1cc(=O)c2ccccc2o1", "spin_multiplicity": 1, "e_homo_ha": -0.31901, "elements": ["C", "C", "C", "C", "O", "C", "C", "C", "C", "C", "C", "O", "H", "H", "H", "H", "H", "H", "H", "H"], "positions_angstrom": [[3.216, -1.100, 0.111], [1.961, -0.180, -0.073], [1.835, 1.138, 0.003], [0.560, 1.645, 0.065], [0.424, 2.894, -0.188], [-0.656, 0.844, 0.235], [-1.988, 1.298, 0.279], [-3.045, 0.387, -0.029], [-2.846, -0.974, -0.003], [-1.575, -1.471, -0.039], [-0.445, -0.506, 0.030], [0.812, -0.927, -0.009], [3.604, -1.080, 1.177], [3.943, -0.641, -0.581], [2.880, -2.164, -0.196], [2.664, 1.856, -0.225], [-2.094, 2.371, 0.272], [-4.060, 0.767, -0.163], [-3.709, -1.648, -0.267], [-1.480, -2.508, -0.399]]}

---

Arrangement two

{"formula": "C10H8O2", "method": "ωB97M-V with the def2-TZVPD basis set", "orbital_gap_ev": 7.85, "spin_multiplicity": 1, "e_homo_ha": -0.28163, "elements": ["C", "C", "C", "C", "C", "C", "C", "C", "C", "C", "H", "H", "H", "H", "H", "H", "H", "H", "O", "O"], "positions_angstrom": [[-1.044, 1.016, 0.074], [-2.462, 0.564, 0.251], [-2.511, -0.866, 0.003], [-1.381, -1.632, -0.295], [-0.126, -1.160, 0.003], [1.195, -1.870, -0.165], [2.395, -1.196, 0.125], [2.648, 0.329, 0.170], [1.420, 0.933, 0.019], [0.076, 0.212, -0.028], [-1.887, 2.784, 0.361], [-3.370, 1.087, 0.118], [-3.548, -1.366, 0.524], [-1.349, -2.708, -0.408], [1.363, -2.879, -0.209], [3.493, -1.569, 0.258], [3.640, 0.748, -0.008], [0.763, 2.841, -0.476], [-0.851, 2.493, -0.224], [1.537, 2.237, -0.092]]}

---

Q: Which of them is the most stable? A: arrangement one.